Record 1
Formula: C11H44O11
Source: OMol25
Level of theory: the ωB97M-V functional and the def2-TZVPD basis

XYZ file:
```
66
C11H44O11 the ωB97M-V functional and the def2-TZVPD basis
C 9.729 12.812 9.996
O 10.584 11.654 9.890
H 9.801 13.358 9.020
H 8.692 12.601 10.165
H 10.154 13.515 10.719
H 10.635 11.097 10.727
C 4.668 12.178 10.144
O 4.422 11.681 11.429
H 5.435 13.030 10.145
H 4.970 11.356 9.461
H 3.752 12.521 9.649
H 4.611 10.753 11.390
C 8.949 11.640 12.938
O 8.607 10.847 14.088
H 9.129 12.683 13.244
H 9.810 11.214 12.469
H 8.117 11.678 12.240
H 7.678 10.952 14.114
C 9.755 4.221 10.155
O 8.688 4.597 9.350
H 9.662 3.111 10.172
H 10.749 4.503 9.729
H 9.634 4.501 11.174
H 8.328 5.459 9.592
C 12.445 9.728 7.467
O 12.895 11.048 7.797
H 11.803 9.334 8.276
H 11.897 9.592 6.492
H 13.397 9.201 7.439
H 12.173 11.468 8.225
C 6.003 6.431 7.162
O 6.827 7.000 6.078
H 5.153 5.854 6.828
H 6.611 5.635 7.634
H 5.690 7.131 7.926
H 6.289 7.439 5.448
C 9.274 8.231 10.452
O 7.906 8.104 10.079
H 9.310 8.429 11.513
H 9.915 7.356 10.154
H 9.689 9.104 9.894
H 7.993 8.088 9.078
C 5.146 8.317 11.684
O 5.552 9.221 10.716
H 4.581 8.861 12.430
H 4.497 7.518 11.259
H 5.944 7.889 12.235
H 6.431 9.030 10.364
C 5.122 11.767 14.673
O 5.971 11.384 13.609
H 4.068 11.367 14.610
H 5.525 11.207 15.521
H 5.078 12.801 14.728
H 5.642 11.739 12.779
C 13.070 10.095 11.926
O 11.756 10.395 12.366
H 13.853 10.548 12.623
H 13.132 9.017 11.781
H 13.320 10.546 10.942
H 11.629 10.193 13.260
C 8.299 10.356 7.162
O 8.541 8.948 7.319
H 7.210 10.503 7.543
H 8.984 10.995 7.762
H 8.259 10.706 6.150
H 8.144 8.536 6.544
```

Summary:
total charge = 0
F_max = 3.138 eV/A
electronic energy = -34637.854 eV
frontier orbital gap = 10.19 eV
energy relative to the best compared isomer or geometry (same formula, charge and spin) = 2.546 eV



Record 2
Formula: C11H44O11
Source: OMol25
Level of theory: the ωB97M-V functional and the def2-TZVPD basis

XYZ file:
```
66
C11H44O11 the ωB97M-V functional and the def2-TZVPD basis
C -3.236 1.466 4.288
O -3.150 2.873 4.273
H -2.305 1.064 3.889
H -3.361 1.107 5.310
H -4.033 1.040 3.678
H -3.282 3.234 3.393
C 0.932 3.722 5.556
O -0.102 4.454 6.203
H 0.833 2.637 5.590
H 1.025 3.945 4.493
H 1.878 3.956 6.045
H -0.900 4.067 5.835
C -5.571 -1.106 -1.642
O -6.648 -0.817 -2.476
H -5.059 -2.057 -1.790
H -4.822 -0.322 -1.748
H -5.910 -1.041 -0.608
H -7.296 -0.329 -1.963
C 5.172 1.642 -3.073
O 6.320 1.826 -3.944
H 4.570 0.810 -3.439
H 5.551 1.421 -2.075
H 4.578 2.554 -3.120
H 6.960 2.362 -3.468
C -2.956 -4.326 1.897
O -2.907 -2.883 1.693
H -3.553 -4.613 2.762
H -3.312 -4.825 0.996
H -1.976 -4.751 2.111
H -2.195 -2.639 1.098
C 6.033 -3.747 -3.873
O 5.188 -4.258 -2.858
H 5.847 -2.720 -4.189
H 7.049 -3.802 -3.482
H 5.978 -4.446 -4.707
H 5.025 -3.644 -2.138
C 4.224 -2.441 1.793
O 4.477 -1.914 0.483
H 4.053 -1.590 2.453
H 3.342 -3.067 1.928
H 5.086 -3.030 2.107
H 5.319 -1.468 0.601
C -3.326 3.770 -3.992
O -3.454 3.218 -5.297
H -4.183 3.446 -3.401
H -2.372 3.459 -3.566
H -3.355 4.858 -3.950
H -4.230 3.608 -5.706
C 0.830 -5.555 -1.155
O -0.097 -6.384 -1.861
H 1.761 -6.115 -1.080
H 0.962 -4.689 -1.805
H 0.536 -5.245 -0.152
H -0.680 -5.821 -2.376
C -1.781 5.441 1.092
O -3.082 4.911 0.979
H -1.900 6.452 1.481
H -1.052 4.829 1.624
H -1.522 5.519 0.036
H -3.654 5.546 0.542
C 0.489 0.424 0.116
O 0.447 -1.016 0.110
H 1.258 0.766 -0.577
H -0.518 0.757 -0.136
H 0.689 0.758 1.134
H 1.368 -1.284 0.057
```

Summary:
total charge = 0
F_max = 2.191 eV/A
electronic energy = -34636.445 eV
frontier orbital gap = 10.28 eV
energy relative to the best compared isomer or geometry (same formula, charge and spin) = 3.956 eV



Record 3
Formula: C11H44O11
Source: OMol25
Level of theory: the ωB97M-V functional and the def2-TZVPD basis

XYZ file:
```
66
C11H44O11 the ωB97M-V functional and the def2-TZVPD basis
C 35.417 -21.596 -5.693
O 36.405 -21.407 -6.698
H 34.725 -20.765 -5.774
H 34.841 -22.514 -5.875
H 35.903 -21.716 -4.723
H 37.081 -22.078 -6.566
C 31.371 -29.081 -6.191
O 32.731 -29.335 -6.476
H 31.186 -29.092 -5.118
H 31.001 -28.109 -6.531
H 30.748 -29.859 -6.643
H 32.871 -29.346 -7.425
C 33.122 -26.058 -5.428
O 33.297 -24.666 -5.620
H 32.111 -26.333 -5.754
H 33.849 -26.610 -6.024
H 33.297 -26.384 -4.391
H 32.619 -24.184 -5.077
C 35.686 -24.680 -2.123
O 36.630 -25.605 -1.717
H 35.287 -24.911 -3.117
H 34.821 -24.610 -1.448
H 36.161 -23.702 -2.169
H 36.201 -26.480 -1.782
C 36.779 -27.946 -5.141
O 38.158 -27.917 -5.512
H 36.572 -27.131 -4.434
H 36.192 -27.761 -6.037
H 36.502 -28.904 -4.698
H 38.715 -28.128 -4.762
C 29.164 -25.549 -6.053
O 28.325 -25.045 -7.120
H 30.185 -25.221 -6.231
H 28.889 -25.087 -5.094
H 29.064 -26.633 -5.986
H 27.413 -25.218 -6.869
C 31.749 -22.263 -3.140
O 31.427 -23.291 -4.064
H 32.073 -21.393 -3.703
H 30.905 -22.018 -2.496
H 32.594 -22.542 -2.501
H 30.987 -24.012 -3.600
C 34.845 -24.972 -8.777
O 35.410 -25.307 -10.028
H 35.193 -25.636 -7.978
H 35.029 -23.938 -8.475
H 33.760 -25.071 -8.841
H 36.211 -24.780 -10.111
C 34.170 -30.924 -3.885
O 34.015 -29.505 -4.021
H 34.479 -31.359 -4.844
H 35.000 -31.124 -3.207
H 33.263 -31.404 -3.514
H 33.519 -29.323 -4.848
C 31.139 -22.979 -7.950
O 29.774 -22.747 -7.880
H 31.741 -22.070 -7.862
H 31.520 -23.703 -7.227
H 31.406 -23.341 -8.957
H 29.313 -23.502 -7.462
C 36.513 -28.848 -1.610
O 35.291 -28.182 -1.918
H 37.330 -28.504 -2.258
H 36.724 -28.669 -0.561
H 36.440 -29.931 -1.775
H 34.891 -28.544 -2.743
```

Summary:
total charge = 0
F_max = 1.591 eV/A
electronic energy = -34638.287 eV
frontier orbital gap = 9.65 eV
energy relative to the best compared isomer or geometry (same formula, charge and spin) = 2.114 eV



Record 4
Formula: C11H46O12
Source: OMol25
Level of theory: the ωB97M-V functional and the def2-TZVPD basis

XYZ file:
```
69
C11H46O12 the ωB97M-V functional and the def2-TZVPD basis
C -2.809 3.373 0.517
O -1.503 3.464 1.073
H -3.078 2.333 0.298
H -3.554 3.813 1.182
H -2.798 3.910 -0.429
H -1.523 3.001 1.920
C -2.436 -3.926 -0.439
O -1.200 -4.337 0.122
H -2.378 -3.846 -1.533
H -3.192 -4.656 -0.166
H -2.745 -2.935 -0.079
H -0.493 -3.895 -0.374
C 2.482 1.857 1.741
O 2.989 2.678 0.697
H 1.433 2.125 1.912
H 2.461 0.793 1.486
H 2.998 2.038 2.689
H 3.772 2.256 0.333
C 0.248 -2.472 3.416
O 0.234 -1.769 4.663
H 1.068 -3.188 3.355
H -0.724 -2.933 3.291
H 0.369 -1.749 2.598
H 0.992 -1.181 4.704
C 3.535 0.244 -3.486
O 4.384 -0.761 -2.959
H 3.968 0.728 -4.369
H 2.554 -0.162 -3.764
H 3.394 1.001 -2.718
H 4.811 -1.216 -3.689
O -2.856 2.001 -2.824
H -2.923 1.057 -2.611
H -2.036 2.113 -3.324
O -3.023 -0.647 -2.057
H -2.064 -0.529 -1.929
H -3.104 -1.256 -2.797
O -0.140 1.725 -4.131
H 0.362 2.545 -4.207
H 0.047 1.233 -4.940
O 0.153 4.446 -1.154
H 0.842 4.547 -0.490
H -0.411 3.759 -0.777
C -1.139 1.076 5.457
C -1.018 1.600 4.059
O -2.253 1.791 3.375
H -1.591 1.814 6.128
H -0.198 0.757 5.902
H -1.788 0.193 5.516
H -0.393 0.969 3.422
H -0.524 2.580 4.122
H -3.007 1.502 3.896
C 2.302 -4.380 -1.963
C 1.848 -2.937 -2.101
O 0.640 -2.747 -1.348
H 2.898 -4.670 -2.828
H 1.429 -5.024 -1.875
H 2.941 -4.506 -1.090
H 1.662 -2.708 -3.160
H 2.628 -2.254 -1.752
H 0.339 -1.844 -1.530
C -0.520 -0.019 0.361
C -0.194 0.777 -0.867
O -0.255 -0.108 -2.023
H -0.560 0.657 1.219
H 0.264 -0.730 0.632
H -1.463 -0.557 0.266
H 0.854 1.095 -0.792
H -0.837 1.650 -0.961
H -0.166 0.442 -2.816
```

Summary:
total charge = 0
F_max = 1.248 eV/A
electronic energy = -36720.932 eV
frontier orbital gap = 9.47 eV
energy relative to the best compared isomer or geometry (same formula, charge and spin) = 0.000 eV